Here is a structure of composition C30H24Co2O9P in a non-equilibrium geometry from the Open Molecules 2025 dataset. Energies are from the ωB97M-V functional and the def2-TZVPD basis.

E_LUMO = 2.1 eV
Charge = -1
HOMO energy = -3.809 eV
F_max = 4.311 eV Å⁻¹
Spin multiplicity = 1

Last column: Mulliken charge in e.
Geometry (Å):
C: -0.75 -5.22 3.49  -0.83
O: -0.25 -4.48 2.36  -0.43
C: -0.41 -3.13 2.35  0.76
C: 0.09 -2.45 1.22  -0.77
C: -0.08 -1.08 1.10  0.09
C: -0.79 -0.36 2.07  -0.05
P: -1.27 1.41 1.90  -0.36
C: -0.45 1.80 0.31  -0.15
C: -1.09 1.71 -0.94  0.16
C: -0.36 1.85 -2.11  -0.91
C: 1.02 2.13 -2.06  0.77
O: 1.67 2.21 -3.25  -0.45
C: 3.09 2.47 -3.25  -0.83
C: 1.65 2.29 -0.80  -0.33
C: 0.91 2.16 0.36  -0.48
C: -3.00 1.19 1.31  -0.16
C: -3.74 2.37 1.09  -0.59
C: -4.99 2.33 0.49  -0.31
C: -5.54 1.07 0.12  0.84
O: -6.74 0.92 -0.52  -0.44
C: -7.50 2.10 -0.85  -0.83
C: -4.83 -0.11 0.41  -0.86
C: -3.59 -0.05 1.01  0.13
C: -1.23 -1.03 3.24  -0.67
C: -1.06 -2.40 3.38  -0.19
H: -0.47 -6.25 3.28  0.24
H: -0.28 -4.88 4.42  0.33
H: -1.84 -5.13 3.56  0.34
H: 0.59 -3.02 0.45  0.42
H: 0.33 -0.58 0.22  0.26
H: -2.16 1.51 -1.01  0.23
H: -0.83 1.75 -3.08  0.42
H: 3.36 2.51 -4.30  0.23
H: 3.31 3.42 -2.76  0.34
H: 3.63 1.65 -2.75  0.34
H: 2.72 2.51 -0.75  0.42
H: 1.39 2.31 1.33  0.35
H: -3.32 3.33 1.37  0.35
H: -5.54 3.25 0.29  0.35
H: -8.40 1.71 -1.32  0.24
H: -7.75 2.67 0.06  0.33
H: -6.95 2.74 -1.55  0.34
H: -5.27 -1.06 0.13  0.42
H: -3.07 -0.98 1.24  0.25
H: -1.72 -0.46 4.02  0.37
H: -1.43 -2.91 4.26  0.35
O: 7.16 4.38 7.82  -0.40
C: 6.47 3.91 7.01  0.12
Co: 5.47 3.14 5.78  0.26
C: 5.02 1.51 6.31  -0.01
O: 4.79 0.42 6.64  -0.37
C: 6.41 2.95 4.30  0.16
O: 7.01 2.79 3.32  -0.43
C: 4.10 4.52 5.36  0.15
C: 3.09 3.84 4.64  -0.54
C: 2.98 3.10 3.52  -0.62
Co: 2.74 4.01 6.40  0.24
C: 2.08 2.47 7.14  0.09
O: 1.62 1.58 7.72  -0.35
C: 3.40 4.74 7.88  0.33
O: 3.81 5.21 8.84  -0.36
C: 1.32 5.04 6.20  0.05
O: 0.42 5.75 6.06  -0.38
H: 4.44 5.55 5.22  0.56
H: 2.42 2.16 3.58  0.27
H: 3.56 3.37 2.62  0.19


Here is a structure of composition C30H24CoF5IN2O2 from the Open Molecules 2025 dataset. Energies are from the ωB97M-V functional and the def2-TZVPD basis.

E_LUMO (alpha / beta) = 4.2 / 4.1 eV
Charge = -2
HOMO energy (alpha / beta) = 0.161 / -1.859 eV
F_max = 0.493 eV Å⁻¹
Spin multiplicity = 4

Last column: Löwdin spin population.
Geometry (Å):
Co: 0.50 -0.64 -1.05  1.05
C: -3.93 -1.63 -2.19  0.00
C: -3.61 -0.16 -2.05  0.06
N: -4.61 0.71 -2.20  0.11
C: -4.30 2.01 -2.05  -0.01
C: -3.04 2.49 -1.80  0.07
C: -2.81 3.96 -1.64  0.01
O: -2.38 4.32 -0.31  0.01
C: -1.95 1.57 -1.68  0.02
C: -0.63 2.06 -1.53  0.26
N: 0.51 1.33 -1.36  0.14
C: 1.67 2.03 -1.21  0.04
C: 1.74 3.36 -0.71  0.04
C: 2.93 4.03 -0.50  0.00
C: 4.15 3.43 -0.80  0.05
C: 4.13 2.14 -1.33  0.01
C: 2.94 1.48 -1.53  0.04
I: 3.02 -0.38 -2.48  0.06
C: -2.27 0.18 -1.76  0.08
O: -1.40 -0.77 -1.62  0.09
H: -4.99 -1.75 -2.37  0.00
H: -3.63 -2.18 -1.30  0.00
H: -3.36 -2.07 -3.02  0.00
H: -5.13 2.72 -2.13  0.00
H: -3.74 4.49 -1.82  0.00
H: -2.08 4.33 -2.36  0.00
H: -1.82 3.60 0.00  0.01
H: -0.50 3.12 -1.67  0.02
H: 0.82 3.85 -0.42  0.01
H: 2.91 5.03 -0.08  0.00
H: 5.09 3.94 -0.62  0.00
H: 5.06 1.65 -1.60  0.00
F: 1.29 -3.49 0.85  0.01
C: 0.91 -3.70 -0.43  0.00
C: 0.61 -2.65 -1.28  0.00
C: 0.26 -3.09 -2.56  0.00
F: -0.03 -2.19 -3.54  0.00
C: 0.19 -4.41 -2.96  0.00
F: -0.16 -4.75 -4.22  0.00
C: 0.49 -5.40 -2.06  0.00
F: 0.43 -6.70 -2.42  0.00
C: 0.85 -5.04 -0.78  0.00
F: 1.15 -6.01 0.12  0.00
C: 2.33 1.00 2.35  0.03
C: 1.07 0.21 1.93  0.08
C: -0.10 1.20 1.77  0.00
C: 1.37 -0.57 0.66  0.62
C: 0.64 -0.76 3.05  0.03
C: 1.11 -0.68 4.36  0.01
C: 0.65 -1.54 5.36  0.00
C: -0.31 -2.50 5.06  0.00
C: -0.80 -2.58 3.76  0.00
C: -0.33 -1.73 2.78  0.01
H: 2.69 1.56 1.48  0.00
H: 3.13 0.32 2.67  0.00
H: 2.13 1.71 3.16  0.01
H: 0.22 2.07 1.18  0.00
H: -0.43 1.56 2.75  0.00
H: -0.94 0.73 1.27  0.00
H: 2.29 -1.15 0.80  0.04
H: 1.86 0.06 4.62  0.00
H: 1.05 -1.46 6.36  0.00
H: -0.66 -3.17 5.83  0.00
H: -1.55 -3.33 3.52  0.00
H: -0.70 -1.80 1.76  0.01


Here is a structure of composition C30H25B2F8MnN5O10 in a non-equilibrium geometry from the Open Molecules 2025 dataset. Energies are from the ωB97M-V functional and the def2-TZVPD basis.

E_LUMO (alpha / beta) = -2.4 / -2.5 eV
HOMO energy (alpha / beta) = -9.734 / -9.734 eV
F_max = 3.066 eV Å⁻¹
Spin multiplicity = 6

Last column: Löwdin spin population.
Geometry (Å):
Mn: 1.93 -2.38 -0.72  4.77
B: 2.27 -0.98 -2.68  0.00
F: 2.47 -0.07 -3.66  0.00
F: 2.76 -0.51 -1.42  0.04
F: 0.94 -1.33 -2.45  0.03
F: 3.01 -2.19 -2.83  0.02
B: -0.08 -1.32 0.55  0.00
F: -0.92 -0.43 -0.08  0.00
F: -0.44 -1.48 1.88  0.00
F: -0.24 -2.57 -0.15  0.04
F: 1.28 -0.89 0.51  0.05
C: 2.66 -7.51 -4.94  0.00
C: 1.30 -7.72 -4.74  0.00
C: 0.61 -6.87 -3.92  0.00
C: 1.25 -5.83 -3.28  0.00
C: 2.60 -5.61 -3.48  0.00
C: 3.33 -6.45 -4.33  0.00
N: 0.47 -4.85 -2.52  0.01
O: -0.72 -5.01 -2.41  0.01
O: 1.08 -3.96 -1.93  0.03
H: 3.22 -8.28 -5.46  0.00
H: 0.78 -8.58 -5.13  0.00
H: -0.46 -7.03 -3.83  0.00
H: 3.01 -4.77 -2.93  0.00
H: 4.38 -6.41 -4.59  0.00
C: 2.78 1.23 3.74  0.00
C: 2.48 -0.05 3.33  0.00
C: 3.50 -1.01 3.30  0.00
C: 4.79 -0.64 3.61  0.00
C: 5.11 0.70 3.82  0.00
C: 4.10 1.62 3.99  0.00
N: 5.79 -1.69 3.80  0.00
O: 6.77 -1.48 4.46  0.00
O: 5.56 -2.73 3.23  0.00
H: 1.96 1.94 3.76  0.00
H: 1.49 -0.31 2.97  0.00
H: 3.15 -2.02 3.13  0.00
H: 6.15 0.93 4.05  0.00
H: 4.21 2.63 4.37  0.00
C: -1.70 2.03 1.54  0.00
C: -0.38 2.44 1.70  0.00
C: -0.14 3.67 2.27  0.00
C: -1.19 4.52 2.60  0.00
C: -2.49 4.06 2.48  0.00
C: -2.76 2.84 1.96  0.00
N: -0.94 5.89 3.08  0.00
O: 0.15 6.37 2.88  0.00
O: -1.83 6.46 3.69  0.00
H: -1.94 1.07 1.11  0.00
H: 0.37 1.67 1.52  0.00
H: 0.86 4.03 2.52  0.00
H: -3.31 4.69 2.82  0.00
H: -3.72 2.36 1.79  0.00
C: -4.23 -0.25 2.26  0.00
C: -4.30 -0.53 0.91  0.00
C: -5.55 -0.58 0.34  0.00
C: -6.70 -0.40 1.10  0.00
C: -6.62 -0.13 2.47  0.00
C: -5.38 -0.12 3.05  0.00
N: -8.01 -0.44 0.42  0.00
O: -8.08 -0.77 -0.75  0.00
O: -8.96 -0.15 1.11  0.00
H: -3.26 -0.31 2.73  0.00
H: -3.41 -0.65 0.30  0.00
H: -5.64 -0.62 -0.74  0.00
H: -7.54 -0.07 3.05  0.00
H: -5.07 0.04 4.08  0.00
C: -0.20 2.84 -1.57  0.00
C: -0.08 4.16 -1.19  0.00
C: 0.47 5.07 -2.10  0.00
C: 0.93 4.61 -3.34  0.00
C: 0.80 3.26 -3.69  0.00
C: 0.28 2.36 -2.78  0.00
N: 1.36 5.59 -4.35  0.00
O: 1.17 6.75 -4.09  0.00
O: 1.92 5.18 -5.34  0.00
H: -0.62 2.05 -0.95  0.00
H: -0.54 4.49 -0.28  0.00
H: 0.64 6.10 -1.82  0.00
H: 1.12 2.98 -4.68  0.00
H: 0.18 1.34 -3.11  0.00


Here is a structure of composition C30H25B2InN7O20 in a non-equilibrium geometry from the Open Molecules 2025 dataset. Energies are from the ωB97M-V functional and the def2-TZVPD basis.

E_LUMO = -7.6 eV
Charge = +1
HOMO energy = -9.456 eV
F_max = 13.399 eV Å⁻¹
Spin multiplicity = 1

Last column: Mulliken charge in e.
Geometry (Å):
In: 4.29 -0.90 -3.19  -0.13
O: 4.73 3.28 3.13  -0.58
C: 4.22 3.02 2.02  0.26
O: 4.88 2.89 0.82  -0.49
B: 3.87 2.56 -0.18  1.79
O: 2.67 2.21 0.61  -0.47
C: 2.90 2.36 1.85  0.61
O: 2.21 2.15 2.81  -0.57
O: 4.27 1.36 -0.96  -0.39
C: 4.41 1.73 -2.30  1.36
O: 4.79 1.05 -3.29  -0.64
C: 4.00 3.24 -2.30  0.34
O: 3.84 3.68 -1.07  -0.60
O: 3.97 3.93 -3.30  -0.57
O: 2.95 0.30 -2.90  -0.68
C: 2.02 0.47 -2.16  1.51
O: 2.03 0.15 -0.94  -0.31
B: 0.67 0.32 -0.31  -0.42
O: -0.13 0.88 -1.44  0.42
C: 0.60 0.89 -2.54  -0.87
O: 0.27 1.33 -3.62  -0.51
O: 0.18 -0.96 0.29  0.78
C: 0.33 -0.89 1.60  1.19
O: 0.31 -1.84 2.38  -0.68
C: 0.53 0.53 2.00  0.49
O: 0.72 1.19 0.86  -0.50
O: 0.65 1.03 3.14  -0.08
C: 1.27 -4.16 2.51  -0.29
C: 2.10 -5.13 1.70  -0.04
N: 2.77 -5.89 1.13  -0.51
H: 0.90 -3.26 2.03  -0.14
H: 1.78 -3.90 3.44  0.25
H: 0.39 -4.61 2.97  0.75
C: -0.17 -2.24 4.17  -0.26
C: 0.18 -0.86 4.30  0.53
N: 0.47 0.25 4.34  -0.41
H: -0.36 -2.53 3.14  -0.12
H: -1.14 -2.42 4.62  0.47
H: 0.62 -2.84 4.62  0.38
C: 0.63 3.76 -2.49  -0.45
C: -0.71 3.67 -2.95  0.24
N: -1.83 3.52 -3.20  -0.59
H: 1.12 3.31 -3.35  0.34
H: 0.81 3.12 -1.62  -0.33
H: 1.02 4.77 -2.37  0.75
C: 2.10 -3.06 0.10  -0.58
C: 2.82 -2.35 -0.97  0.60
N: 3.38 -1.87 -1.84  -0.40
H: 1.21 -2.46 0.31  0.31
H: 2.71 -3.30 0.97  0.60
H: 1.68 -3.95 -0.36  0.48
C: -1.89 1.12 -3.98  -1.07
C: -2.48 0.40 -2.86  0.90
N: -2.90 -0.20 -1.96  -0.22
H: -2.26 2.13 -3.82  0.27
H: -2.26 0.67 -4.91  0.57
H: -0.80 1.11 -4.09  0.13
C: -3.56 -1.31 -0.69  -0.28
C: -2.26 -1.28 -0.12  1.43
C: -1.70 -2.44 0.42  0.39
C: -2.57 -3.56 0.68  -0.99
C: -3.94 -3.49 0.26  -0.85
C: -4.41 -2.43 -0.45  -1.09
N: -1.99 -4.72 1.37  0.78
O: -1.01 -4.60 2.17  -0.53
O: -2.72 -5.67 1.28  -0.62
H: -3.89 -0.38 -1.12  0.31
H: -1.59 -0.43 -0.19  0.64
H: -0.70 -2.48 0.82  -0.12
H: -4.66 -4.30 0.29  0.43
H: -5.43 -2.43 -0.82  0.46
C: -2.49 3.35 -1.08  -0.59
C: -3.25 3.71 0.02  -0.97
C: -3.43 2.92 1.10  -1.13
C: -2.77 1.66 1.10  -0.13
C: -1.99 1.26 -0.09  1.32
C: -1.78 2.16 -1.15  0.92
N: -2.76 0.79 2.29  0.97
O: -3.45 1.13 3.25  -0.67
O: -2.23 -0.30 2.19  -0.36
H: -2.45 3.99 -1.95  0.54
H: -3.72 4.68 -0.03  0.47
H: -3.95 3.34 1.94  0.54
H: -1.48 0.31 -0.13  -0.97
H: -1.21 1.75 -1.97  -1.30


Here is a structure of composition C30H25BrIrN3O5S3 in a non-equilibrium geometry from the Open Molecules 2025 dataset. Energies are from the ωB97M-V functional and the def2-TZVPD basis.

E_LUMO (alpha / beta) = -4.1 / -6.4 eV
Charge = +1
HOMO energy (alpha / beta) = -10.466 / -10.410 eV
F_max = 1.884 eV Å⁻¹
Spin multiplicity = 6

Last column: Löwdin spin population.
Geometry (Å):
Ir: -0.14 0.13 -0.39  2.49
O: 1.25 -3.79 -1.32  0.01
C: 0.75 -4.61 -0.40  0.01
C: 0.99 -5.99 -0.51  0.00
C: 0.43 -6.87 0.38  0.01
C: -0.39 -6.40 1.40  0.01
C: -0.61 -5.04 1.56  0.00
C: -0.01 -4.14 0.69  0.04
C: -0.21 -2.63 0.84  0.05
O: -0.38 -2.05 -0.36  0.14
N: 0.94 -2.04 1.59  0.38
N: 1.49 -0.99 1.04  0.10
C: 2.36 -0.20 1.58  0.14
C: 2.90 0.89 0.82  0.02
Br: 2.38 0.78 -1.05  0.08
C: 3.69 1.86 1.33  0.13
C: 4.29 3.04 0.74  0.02
C: 3.86 3.64 -0.46  0.04
C: 4.48 4.76 -0.95  0.00
C: 5.55 5.33 -0.27  0.05
C: 5.96 4.78 0.93  0.00
C: 5.34 3.66 1.44  0.04
H: 0.79 -2.92 -1.23  0.00
H: 1.58 -6.32 -1.35  0.00
H: 0.61 -7.93 0.27  0.00
H: -0.88 -7.10 2.07  0.00
H: -1.25 -4.68 2.35  0.00
H: -1.09 -2.45 1.50  0.03
H: 0.94 -2.16 2.60  0.01
H: 2.72 -0.34 2.60  0.00
H: 3.95 1.72 2.37  0.00
H: 3.02 3.25 -0.99  0.00
H: 4.13 5.21 -1.87  0.00
H: 6.05 6.20 -0.68  0.00
H: 6.77 5.25 1.48  0.00
H: 5.68 3.24 2.37  0.00
S: -1.02 0.31 -2.82  0.58
C: -1.53 1.82 -2.21  0.04
N: -1.25 2.13 -0.96  0.18
C: -1.77 3.32 -0.59  0.05
C: -1.71 3.92 0.67  0.04
C: -2.30 5.14 0.85  0.01
C: -2.93 5.81 -0.21  0.08
C: -3.00 5.25 -1.46  -0.01
C: -2.45 3.99 -1.65  0.08
S: -2.44 3.02 -3.09  0.02
H: -1.26 3.39 1.50  0.00
H: -2.31 5.59 1.84  0.00
H: -3.37 6.79 -0.04  0.00
H: -3.48 5.76 -2.28  0.00
C: 1.66 -2.38 6.74  0.00
C: 0.83 -1.59 5.79  0.00
C: 1.22 -0.31 5.39  0.00
C: 0.44 0.42 4.51  0.00
C: -0.74 -0.13 4.05  0.00
C: -1.16 -1.38 4.44  0.00
C: -0.38 -2.11 5.32  0.00
S: -1.64 0.82 2.84  0.01
O: -3.02 0.42 2.81  0.01
O: -1.35 2.21 3.09  0.00
O: -0.89 0.33 1.63  0.10
H: 2.59 -1.86 6.98  0.00
H: 1.91 -3.35 6.33  0.00
H: 1.11 -2.54 7.67  0.00
H: 2.13 0.11 5.78  0.00
H: 0.71 1.41 4.20  0.00
H: -2.11 -1.75 4.08  0.00
H: -0.70 -3.08 5.66  0.00


Here is a structure of composition C30H25BrIrN5O8S4 in a non-equilibrium geometry from the Open Molecules 2025 dataset. Energies are from the ωB97M-V functional and the def2-TZVPD basis.

E_LUMO (alpha / beta) = 2.1 / -0.5 eV
Charge = -1
HOMO energy (alpha / beta) = -4.516 / -4.516 eV
F_max = 1.273 eV Å⁻¹
Spin multiplicity = 2

Last column: Löwdin spin population.
Geometry (Å):
Ir: 1.17 -0.01 1.17  0.17
S: 2.76 1.52 1.49  0.25
C: 4.17 0.77 0.87  0.08
C: 5.38 1.50 0.83  0.00
C: 6.53 0.91 0.37  0.04
C: 6.52 -0.43 -0.07  0.03
C: 5.36 -1.16 -0.03  0.01
C: 4.16 -0.57 0.45  0.07
S: 2.74 -1.51 0.53  0.31
H: 5.38 2.53 1.16  0.00
H: 7.45 1.48 0.33  0.00
H: 7.43 -0.89 -0.44  0.00
H: 5.33 -2.19 -0.37  0.00
O: -2.80 -5.05 0.01  0.00
C: -2.39 -4.81 1.23  0.00
O: -2.69 -5.52 2.17  0.00
C: -1.52 -3.62 1.46  0.00
C: -1.10 -3.32 2.74  0.00
N: -0.33 -2.24 2.67  0.00
N: -0.22 -1.78 1.41  0.00
C: -0.93 -2.62 0.64  0.00
C: -1.03 -2.46 -0.86  0.00
O: -1.70 -3.33 -1.48  0.00
O: -0.38 -1.54 -1.37  0.01
H: -2.45 -4.33 -0.64  0.00
H: -1.32 -3.82 3.67  0.00
H: 0.11 -1.71 3.40  0.00
Br: -4.14 3.29 5.43  0.00
C: -2.52 2.32 5.46  0.00
C: -1.98 1.95 6.69  0.00
N: -0.85 1.26 6.81  0.00
C: -0.23 0.90 5.69  0.00
C: -0.71 1.23 4.43  0.00
C: -1.89 1.96 4.29  0.00
C: 0.01 0.80 3.22  0.00
O: 0.90 -0.14 3.25  0.01
O: -0.20 1.33 2.11  0.00
H: -2.49 2.22 7.61  0.00
H: 0.69 0.34 5.79  0.00
H: -2.30 2.20 3.32  0.00
C: -1.72 0.88 -4.25  0.00
N: -1.04 1.56 -3.15  0.00
N: 0.12 0.93 -2.70  0.00
C: 0.18 0.97 -1.36  0.00
O: 1.24 0.59 -0.77  0.01
C: -1.02 1.59 -0.90  0.00
C: -1.74 1.90 -2.01  0.00
C: -3.08 2.53 -2.11  0.00
C: 1.16 0.54 -3.58  0.00
C: 1.73 -0.71 -3.39  0.00
C: 2.76 -1.10 -4.24  0.00
C: 3.19 -0.26 -5.26  0.00
C: 2.60 0.98 -5.44  0.00
C: 1.58 1.39 -4.59  0.00
H: -1.02 0.72 -5.06  0.00
H: -2.52 1.52 -4.59  0.00
H: -2.12 -0.08 -3.92  0.00
H: -1.30 1.77 0.13  0.00
H: -3.45 2.77 -1.11  0.00
H: -3.80 1.84 -2.57  0.00
H: -3.03 3.43 -2.72  0.00
H: 1.36 -1.35 -2.60  0.00
H: 3.22 -2.07 -4.10  0.00
H: 3.99 -0.58 -5.92  0.00
H: 2.93 1.63 -6.23  0.00
H: 1.12 2.36 -4.69  0.00
C: -4.11 -0.59 -0.63  0.00
O: -4.16 0.74 -0.12  0.00
C: -3.72 1.00 1.14  0.00
S: -3.69 2.65 1.50  0.00
S: -3.25 -0.25 2.16  0.00
H: -4.58 -0.53 -1.62  0.00
H: -4.66 -1.29 0.00  0.00
H: -3.09 -0.93 -0.73  0.00


Sequential energy relative to the best compared isomer or geometry (same formula, charge and spin) output: 0.00, 45.81, 47.12, 605.24, 8.82, 34.51 kcal/mol